(A)
Computed, not measured: a 2-piece molecular cluster, C2H6N2O3 overall, with ωB97M-V with the def2-TZVPD basis set.

SMILES: [O-]/[N+](O)=N\O.C=C
Multiplicity: 1
HOMO: -9.7 eV
Charge: 0

```
13
Properties=species:S:1:pos:R:3:nbo_charge:R:1
C 2.1625 0.0390 -0.2755 -0.428
C 1.5207 -0.3567 0.8250 -0.353
N -1.5229 1.0517 -0.7275 0.065
N -1.7403 -0.0876 -0.3421 0.480
O -2.8168 -0.6744 -0.8680 -0.476
O -1.0941 -0.7644 0.5188 -0.563
O -0.5377 1.7406 -0.2218 -0.481
H 2.0473 1.1314 -0.4909 0.186
H -2.8415 -1.4635 -0.2810 0.502
H 2.2298 -0.6294 -1.0973 0.204
H 1.1673 0.2120 1.6157 0.182
H 1.4371 -1.4906 0.9999 0.200
H -0.0113 1.2918 0.3446 0.480
```

(B)
Computed, not measured: a 2-piece molecular cluster, C2H6N2O3 overall, with ωB97M-V with the def2-TZVPD basis set.

Multiplicity: 1
HOMO: -7.8 eV
Charge: 0

```
13
Properties=species:S:1:pos:R:3:nbo_charge:R:1
C 2.2651 -0.3935 0.4296 -0.464
C -1.9274 -0.0668 -0.2690 1.005
N 1.2734 0.2137 -0.5158 -0.218
N 0.3714 0.9031 -0.1586 -0.266
O -2.3027 0.0526 0.9795 -0.692
O -2.3825 0.9016 -0.9906 -0.682
O -1.3038 -0.9997 -0.6971 -0.649
H 2.6886 -1.2445 -0.1047 0.201
H 1.6319 -0.7944 1.2884 0.223
H 3.0806 0.3543 0.8176 0.222
H -1.8321 -0.6404 1.5140 0.505
H -2.9867 1.5890 -0.6720 0.515
H 1.4242 0.1250 -1.6215 0.301
```

Which of them is the most stable? Correct choice: (B).